1.
ORCA calculation (wB97M-V/def2-TZVPD) on a structure of composition C32H33N5S2SeTi.

Values from the calculation:
Relative energy (zero: lowest compared OMol25 entry of this formula, charge and spin) in eV: 0.0000
2S+1: 3
Orbital gap (alpha / beta) in eV: 4.22 / 6.74
Charge: -2
⟨S²⟩: 2.04
Electronic energy in hartree: -5560.3592
F_max in eV Å⁻¹: 0.796

CARTESIAN COORDINATES (ANGSTROEM)
Ti: -0.35133 0.03748 -0.27344
S: -0.45397 -1.30033 4.06360
C: 0.42248 0.21728 4.08832
C: 0.91566 0.90213 5.18312
C: 1.53945 2.13297 4.98994
C: 1.63088 2.66358 3.70496
C: 1.13723 1.97836 2.60427
C: 0.55416 0.72312 2.77984
N: 0.03224 -0.06810 1.79780
C: -0.58068 -1.18368 2.31267
C: -1.19052 -2.12922 1.46793
C: -1.87987 -3.26882 1.95247
C: -2.38339 -4.18939 1.05921
C: -2.23500 -3.99567 -0.31969
C: -1.60462 -2.84427 -0.79091
C: -1.07550 -1.88203 0.06255
H: 0.80463 0.49145 6.18042
H: 1.93068 2.68154 5.83785
H: 2.08022 3.63903 3.55923
H: 1.16783 2.41639 1.61596
H: -2.01413 -3.41100 3.02039
H: -2.91054 -5.06333 1.42876
H: -2.63671 -4.72138 -1.01764
H: -1.54255 -2.68512 -1.86225
C: 0.80204 2.73968 -1.68232
C: 2.31039 2.53303 -1.80012
C: 2.99722 2.85301 -0.46571
C: 2.81136 1.16648 -2.26133
C: 3.88130 1.17453 -3.15179
C: 4.58578 0.02396 -3.46627
C: 4.24248 -1.14664 -2.80672
C: 3.18804 -1.20857 -1.90083
C: 3.02750 -2.48473 -1.09392
C: 1.77476 -3.28014 -1.45468
C: 3.09052 -2.22170 0.41490
C: 2.38893 -0.06218 -1.68110
N: 1.26950 -0.11727 -0.86818
H: 0.55933 3.75799 -1.37925
H: 0.44136 2.05964 -0.91160
H: 0.26565 2.51020 -2.60226
H: 2.67743 3.25472 -2.53854
H: 2.73858 2.09670 0.27714
H: 2.68802 3.83198 -0.08765
H: 4.08421 2.84625 -0.57968
H: 4.18005 2.12412 -3.58710
H: 5.39960 0.04450 -4.18095
H: 4.81674 -2.05088 -2.98716
H: 3.89570 -3.10094 -1.35467
H: 0.87995 -2.68906 -1.27986
H: 1.70606 -4.18523 -0.84399
H: 1.78912 -3.57658 -2.50846
H: 2.19960 -1.68870 0.74830
H: 3.96437 -1.61658 0.66993
H: 3.15078 -3.16746 0.96117
C: 2.14746 0.03949 -5.50926
C: 0.68679 -0.21926 -5.38995
C: -0.18317 -0.45316 -6.42176
C: -1.54778 -0.59042 -6.16629
N: -2.05926 -0.36421 -4.89085
C: -1.23314 -0.13250 -3.91826
S: -1.82580 0.27153 -2.32936
N: 0.13723 -0.18341 -4.10812
C: -2.55365 -0.90216 -7.22469
H: 2.46338 -0.11780 -6.54174
H: 2.73536 -0.61692 -4.85696
H: 2.40409 1.06580 -5.22008
H: 0.20306 -0.50963 -7.43450
H: 0.72967 -0.02634 -3.30379
H: -2.07931 -0.98053 -8.20627
H: -3.32740 -0.12667 -7.27093
H: -3.07323 -1.84624 -7.02048
Se: -2.31857 1.74195 0.73964
C: -1.99359 3.44191 0.12978
N: -1.79654 4.53401 -0.20299

***

2.
ORCA calculation (wB97M-V/def2-TZVPD) on a cluster of 7 separate species, C9H30F3N2O6 in total.

Values from the calculation:
Orbital gap in eV: 3.94
Charge: -1
Electronic energy in hartree: -1221.2944
F_max in eV Å⁻¹: 1.074

CARTESIAN COORDINATES (ANGSTROEM)
N: 2.21431 -1.08901 0.22899
N: 1.46437 -0.01615 0.83336
C: 0.32637 0.30886 0.05810
C: -0.58494 -0.88431 -0.39047
C: -1.96797 -0.75127 0.15700
F: -2.73466 -1.88633 -0.04983
F: -2.69095 0.26038 -0.39205
F: -2.01187 -0.57134 1.51022
H: 2.17684 -1.08633 -0.79086
H: 1.91140 -1.99870 0.56814
H: 0.55170 0.90677 -0.86370
H: -0.28385 0.96720 0.67453
H: -0.20791 -1.83523 -0.04466
H: -0.71124 -0.88073 -1.46683
C: -5.07215 0.90409 2.91091
O: -3.93459 0.90783 3.76627
H: -5.91681 1.26814 3.49242
H: -4.92234 1.56345 2.05211
H: -5.29391 -0.10581 2.55529
H: -3.18699 0.59192 3.24831
C: 3.82913 2.47661 1.83889
O: 3.55704 2.58082 0.45333
H: 2.90814 2.67782 2.37817
H: 4.16341 1.46830 2.09538
H: 4.59248 3.20435 2.15070
H: 4.36927 2.38918 -0.02012
C: 6.10935 2.46850 -2.95319
O: 6.46681 1.90924 -1.69206
H: 6.08122 3.54924 -2.83963
H: 6.85228 2.21028 -3.71618
H: 5.12503 2.11997 -3.27247
H: 6.47668 0.95507 -1.78819
C: -4.71192 -2.13136 5.20904
O: -4.19967 -2.39422 3.90983
H: -5.56762 -2.78768 5.35454
H: -3.96609 -2.34733 5.97956
H: -5.03716 -1.09176 5.29965
H: -3.44377 -1.81964 3.76677
C: -4.35243 -5.28742 -0.91627
O: -3.28517 -4.41862 -1.25479
H: -4.06175 -6.29429 -1.20899
H: -4.54745 -5.27840 0.16062
H: -5.27255 -5.02135 -1.44781
H: -3.53449 -3.52725 -0.99253
C: 4.02243 3.01564 -5.96426
O: 3.21022 2.47825 -4.93087
H: 4.99433 2.53409 -5.88869
H: 3.60051 2.80488 -6.95157
H: 4.15237 4.09554 -5.84487
H: 2.34455 2.88810 -4.97125

***

3.
ORCA calculation (wB97M-V/def2-TZVPD) on an isolated molecule of C21H23N3O5.

Values from the calculation:
Relative energy (zero: lowest compared OMol25 entry of this formula, charge and spin) in eV: 0.3954
Orbital gap in eV: 8.96
SMILES: COc1ccc([C@]2(C)NC(=O)N(CC(=O)NCc3ccccc3)C2=O)cc1OC
Charge: 0
Electronic energy in hartree: -1354.5645
F_max in eV Å⁻¹: 0.615

CARTESIAN COORDINATES (ANGSTROEM)
C: 3.36821 2.96137 1.55079
O: 2.87229 3.03364 0.23160
C: 1.64930 2.53716 -0.09423
C: 1.39937 2.48888 -1.46217
C: 0.21520 2.00365 -1.98386
C: -0.77402 1.56033 -1.12484
C: -2.09589 0.97418 -1.60135
C: -2.35040 1.09224 -3.09871
N: -3.20477 1.49917 -0.82904
C: -3.64279 0.64464 0.12209
O: -4.46897 0.82400 0.97443
N: -2.96031 -0.56794 -0.10203
C: -3.09700 -1.71254 0.76853
C: -1.75005 -1.95850 1.46850
O: -1.43332 -1.36112 2.47769
N: -0.98411 -2.87851 0.86186
C: 0.35560 -3.19772 1.31929
C: 1.39694 -2.75274 0.32657
C: 1.52755 -1.40412 0.02112
C: 2.46112 -0.98200 -0.90655
C: 3.27820 -1.90649 -1.53566
C: 3.15613 -3.25190 -1.23538
C: 2.21555 -3.67356 -0.31161
C: -2.09074 -0.48858 -1.14687
O: -1.43892 -1.40030 -1.59482
C: -0.54481 1.61487 0.24753
C: 0.64203 2.09078 0.78704
O: 0.87261 2.14360 2.13038
C: -0.11956 1.67296 3.01954
H: 4.39212 3.32959 1.48675
H: 2.79623 3.59108 2.23447
H: 3.37314 1.93456 1.92207
H: 2.18081 2.84162 -2.11678
H: 0.08655 1.97250 -3.05204
H: -2.26214 2.12609 -3.42246
H: -3.35441 0.73755 -3.32177
H: -1.63649 0.47461 -3.63642
H: -3.43225 2.47859 -0.80669
H: -3.85343 -1.44958 1.51266
H: -3.40974 -2.58818 0.19387
H: -1.21102 -3.15145 -0.08434
H: 0.42300 -4.27833 1.48285
H: 0.48761 -2.68382 2.27625
H: 0.89128 -0.68340 0.51258
H: 2.54898 0.06868 -1.13776
H: 4.00897 -1.57755 -2.25957
H: 3.79111 -3.97626 -1.72426
H: 2.11999 -4.72556 -0.08174
H: -1.31297 1.27263 0.92287
H: -0.36084 0.61916 2.85532
H: 0.31216 1.79044 4.01201
H: -1.03308 2.27151 2.95227

***

4.
ORCA calculation (wB97M-V/def2-TZVPD) on a cluster of 2 separate species, C25H22BN6O8 in total.

Values from the calculation:
Relative energy (zero: lowest compared OMol25 entry of this formula, charge and spin) in eV: 5.5178
Orbital gap in eV: 5.50
Charge: -1
Electronic energy in hartree: -1920.7230
F_max in eV Å⁻¹: 4.833

CARTESIAN COORDINATES (ANGSTROEM)
C: 1.96112 -3.09847 3.24582
C: 0.81584 -2.21598 3.02470
C: -0.45156 -2.19370 3.56178
C: -1.09129 -1.06696 3.00371
C: -0.15717 -0.38564 2.22040
B: -0.03280 -0.57022 -2.45654
C: -1.28745 -1.39615 -1.83322
C: -1.65764 -2.67181 -2.20947
C: -2.90206 -3.03497 -1.56471
C: -3.24099 -2.00657 -0.74207
C: -4.39885 -1.83198 0.16098
O: -2.24207 -1.01979 -0.84154
C: -0.17081 0.92036 1.76828
C: 0.87589 1.85991 1.71550
C: 0.30106 3.08619 2.11477
C: -1.07845 2.88485 2.19766
C: -2.18358 3.66098 2.70791
O: -1.36869 1.58407 1.86081
C: 1.35323 -0.87610 -1.59246
C: 2.66272 -0.41540 -1.38563
C: 3.44265 -1.49859 -0.88144
C: 2.58399 -2.49053 -0.60572
C: 2.84754 -3.86359 -0.19303
O: 1.30957 -2.08082 -0.88122
O: 0.98285 -1.17493 2.13507
H: 1.64977 -3.98706 3.83463
H: 2.34333 -3.45142 2.27540
H: 2.78784 -2.59310 3.79312
H: -0.84180 -2.88793 4.31850
H: -2.09284 -0.69919 3.22210
H: -1.08965 -3.31365 -2.88853
H: -3.47013 -3.96144 -1.73889
H: -5.27065 -2.34054 -0.26062
H: -4.23653 -2.29516 1.12082
H: -4.71245 -0.80723 0.34644
H: 1.88736 1.63765 1.37789
H: 0.81250 4.00973 2.38527
H: -1.88929 4.04927 3.68342
H: -2.41849 4.48279 2.02678
H: -3.05816 3.02023 2.83139
H: 3.08976 0.59638 -1.54880
H: 4.54087 -1.60859 -0.78314
H: 3.93595 -4.02682 -0.21668
H: 2.51967 -4.02946 0.82524
H: 2.38137 -4.60108 -0.84126
O: 3.33052 3.44676 -4.04228
N: 2.69677 3.62772 -2.99030
O: 3.12319 4.39528 -2.09887
C: 1.41688 2.94720 -2.68491
C: 0.83229 3.34679 -1.49939
C: -0.29665 2.64771 -1.01514
N: -1.41071 3.35811 -0.56817
O: -1.21815 4.57916 -0.30151
O: -2.52902 2.80223 -0.48300
C: -0.48946 1.22926 -1.27518
N: -0.16842 1.13180 -2.74154
N: -0.53724 0.16842 -3.74056
N: 0.08249 0.48507 -4.86617
N: 0.89999 1.53394 -4.69003
C: 0.79691 1.86716 -3.40323
H: 1.21690 4.19701 -0.95049
H: -1.48776 0.93882 -0.94265

***

5.
ORCA calculation (wB97M-V/def2-TZVPD) on a structure of composition C10H13N4OsSSe3Te.

Values from the calculation:
Relative energy (zero: lowest compared OMol25 entry of this formula, charge and spin) in eV: 0.0000
2S+1: 5
Orbital gap (alpha / beta) in eV: 6.26 / 5.92
Charge: +1
⟨S²⟩: 6.03
Electronic energy in hartree: -8568.8411
F_max in eV Å⁻¹: 1.585

CARTESIAN COORDINATES (ANGSTROEM)
Os: 0.97386 -0.56788 0.15020
C: -3.67066 -3.41559 -1.42491
C: -3.59699 -2.95806 0.02916
N: -3.25886 -1.54126 0.13460
C: -2.03179 -1.03842 0.14325
S: -0.64568 -2.15381 0.27554
N: -1.87065 0.26170 0.07537
N: -0.59094 0.67961 0.11884
C: -0.33617 1.96197 0.02283
C: -1.39249 2.98914 -0.19783
C: 1.07180 2.30475 0.17733
C: 1.54078 3.61047 0.19801
C: 2.89046 3.85012 0.39168
C: 3.74902 2.77631 0.57999
C: 3.22857 1.49826 0.54548
N: 1.92815 1.25425 0.33815
H: -3.94026 -4.46999 -1.47477
H: -2.70394 -3.28084 -1.91098
H: -4.42002 -2.84395 -1.97290
H: -2.84680 -3.53184 0.56881
H: -4.55685 -3.10690 0.52067
H: -4.00661 -0.87954 -0.01570
H: -2.34405 2.49648 -0.35800
H: -1.15293 3.59860 -1.07103
H: -1.47470 3.65202 0.66610
H: 0.84485 4.42769 0.07459
H: 3.27049 4.86244 0.40220
H: 4.80436 2.91728 0.76030
H: 3.87272 0.64006 0.68655
Se: 2.82842 -1.94375 -0.07891
Se: 6.25872 -2.97643 0.94532
Te: 5.03457 -4.91114 0.30579
Se: 2.54361 -4.16179 0.39426

***

6.
ORCA calculation (wB97M-V/def2-TZVPD) on a cluster of 3 separate species, C4H11NO2 in total.

Values from the calculation:
Relative energy (zero: lowest compared OMol25 entry of this formula, charge and spin) in eV: 2.7849
Orbital gap in eV: 9.50
SMILES: C=NC(=C)C.O.O
Charge: 0
Electronic energy in hartree: -364.1658
F_max in eV Å⁻¹: 1.594

CARTESIAN COORDINATES (ANGSTROEM)
C: -0.69129 -0.75354 1.90669
N: -1.42565 -1.70009 1.54294
C: -2.75637 -1.45286 1.09404
C: -3.71944 -1.76382 1.93866
C: -2.96692 -0.52587 -0.07243
H: 0.23584 -0.89959 2.47197
H: -0.94541 0.31141 1.93411
H: -3.58391 -2.11539 2.95726
H: -4.77511 -1.57612 1.79892
H: -3.70779 -0.92782 -0.76795
H: -2.06175 -0.22156 -0.58646
H: -3.50999 0.35646 0.28626
O: 5.37479 1.53323 -0.96044
H: 6.12656 2.13450 -0.78295
H: 5.37764 0.93101 -0.20385
O: 3.50805 2.86954 -3.96807
H: 2.60707 3.19272 -4.07792
H: 3.52506 2.68871 -3.01209

***

7.
ORCA calculation (wB97M-V/def2-TZVPD) on the ion C4H11N2O with charge -1.

Values from the calculation:
Relative energy (zero: lowest compared OMol25 entry of this formula, charge and spin) in eV: 2.0231
Orbital gap in eV: 6.46
SMILES: NCC[C@@H](N)C[O-]
Charge: -1
Electronic energy in hartree: -343.6968
F_max in eV Å⁻¹: 3.326

CARTESIAN COORDINATES (ANGSTROEM)
N: -1.34265 -1.21053 2.53661
C: -0.78442 -1.51166 1.20251
C: -0.98703 -0.51240 0.05025
C: 0.35087 0.33022 -0.19461
N: 1.50323 -0.44091 -0.69562
C: 0.14976 1.52826 -1.20849
O: 1.30181 1.94954 -1.89510
H: -0.83789 -1.41871 3.37954
H: -1.55048 -0.22748 2.75467
H: 0.24588 -1.70803 1.18763
H: -1.26916 -2.45520 1.06058
H: -1.25288 -1.01489 -0.98617
H: -1.87139 0.20317 0.23928
H: 0.64639 0.76770 0.76085
H: 1.89606 0.36787 -1.11800
H: 1.10512 -1.14786 -1.33178
H: -0.41690 2.36847 -0.64029
H: -0.60833 1.22227 -2.13044

***

8.
ORCA calculation (wB97M-V/def2-TZVPD) on the ion C6H10N with charge +1.

Values from the calculation:
Relative energy (zero: lowest compared OMol25 entry of this formula, charge and spin) in eV: 2.7559
Orbital gap in eV: 10.01
SMILES: C[C@]12CC1=CC[NH2+]2
Charge: +1
Electronic energy in hartree: -288.9817
F_max in eV Å⁻¹: 3.697

CARTESIAN COORDINATES (ANGSTROEM)
C: 1.70532 0.41374 -0.68178
C: 0.52583 -0.20170 0.09325
C: 0.61892 -1.67338 0.56614
C: -0.34715 -1.30943 -0.41546
C: -1.62181 -0.99004 -0.51999
C: -1.77441 0.49532 -0.10884
N: -0.43456 0.73870 0.64574
H: 2.62765 0.16318 -0.12512
H: 1.47337 1.50239 -0.59002
H: 1.78392 0.23724 -1.69940
H: 0.26035 -1.96807 1.47086
H: 1.43088 -2.27763 0.41355
H: -2.44739 -1.59345 -0.57111
H: -1.90783 1.36369 -0.89273
H: -2.68987 0.59340 0.55661
H: -0.20382 1.69203 0.51368
H: -0.73430 0.61351 1.57655

***

Look up the electronic energy of the eighth one.
-288.9817 hartree

***

The lowest electronic energy belongs to which entry?
C10H13N4OsSSe3Te

***

Which value of F_max does entry 4 give?
4.833 eV Å⁻¹